# 1
Formula: C28H24N4O3
Source: the OMol25 dataset
Level of theory: wB97M-V/def2-TZVPD

Structure (XYZ):
```
59
Properties=species:S:1:pos:R:3:forces:R:3
C 3.0907 -0.0757 0.9641 0.165 -0.054 0.009
C 2.8814 -1.5492 1.1704 0.506 0.084 0.509
C 2.0166 -2.2854 0.2782 -0.661 -0.231 -0.608
C 1.1123 -1.8500 -0.6252 0.704 -0.240 0.269
N 0.7771 -0.5176 -0.8577 0.429 0.439 0.186
C 0.3198 -0.0461 -2.0583 0.402 0.160 0.142
O 0.3360 -0.7093 -3.0739 -0.021 -0.031 -0.023
C -0.2259 1.3397 -2.0048 -0.204 0.242 -0.198
C 0.2585 2.3270 -1.1521 -0.028 -0.153 -0.041
C -0.3260 3.5811 -1.1426 -0.002 0.114 0.092
C -1.4012 3.8579 -1.9712 0.011 0.041 -0.013
C -1.8773 2.8844 -2.8336 0.003 0.039 -0.040
C -1.2850 1.6366 -2.8581 0.180 -0.091 0.001
C 0.3843 -2.9011 -1.3946 0.041 -0.199 0.174
O 0.8963 -3.9385 -1.7473 -0.080 0.158 0.003
N -0.9633 -2.6940 -1.6183 -0.677 -0.795 -0.523
N -1.6084 -1.6258 -1.1851 -0.595 0.243 0.189
C -2.8117 -1.3787 -1.5608 0.528 -0.427 0.026
C -3.6718 -2.1732 -2.4893 0.000 -0.521 -0.294
O -3.4320 -3.2473 -3.0053 0.201 -0.026 0.053
N -4.8198 -1.4452 -2.6519 -0.279 -0.164 -0.270
C -4.7861 -0.2695 -1.9156 0.358 0.546 0.529
C -5.7183 0.7409 -1.8264 0.026 -0.149 -0.080
C -5.4166 1.8294 -1.0167 0.117 -0.039 0.022
C -4.2228 1.9181 -0.3087 -0.024 0.055 0.016
C -3.9412 3.1014 0.5673 -0.013 -0.067 0.083
C -3.2903 0.8892 -0.4051 -0.295 -0.221 -0.185
C -3.5710 -0.1990 -1.2091 -0.458 0.443 0.110
C 3.5498 -2.2510 2.1112 -0.467 0.036 -0.529
C 4.4721 -1.7535 3.1204 0.293 0.159 0.302
C 5.5922 -2.5247 3.4431 -0.107 0.080 -0.084
C 6.4983 -2.0975 4.3927 0.096 -0.019 0.074
C 6.2937 -0.9009 5.0615 0.027 0.012 0.029
C 5.1704 -0.1429 4.7778 0.054 0.106 0.069
C 4.2685 -0.5612 3.8169 -0.034 -0.133 -0.028
H 4.0451 0.2279 1.3887 -0.034 0.085 0.012
H 3.1015 0.1502 -0.1002 -0.014 0.072 -0.017
H 2.3083 0.5132 1.4455 -0.051 0.152 -0.001
H 2.0915 -3.3623 0.3532 -0.084 -0.066 -0.029
H 0.7854 0.1043 -0.0653 -0.190 -0.057 -0.170
H 1.1142 2.1412 -0.5180 0.088 -0.046 0.079
H 0.0603 4.3469 -0.4854 0.037 0.054 0.036
H -1.8595 4.8354 -1.9514 -0.039 0.087 0.005
H -2.7087 3.0998 -3.4874 -0.090 0.004 -0.053
H -1.6335 0.8690 -3.5320 -0.034 -0.088 -0.063
H -1.4290 -3.3605 -2.2417 0.071 0.203 0.104
H -5.5882 -1.7351 -3.2358 0.157 -0.092 0.032
H -6.6506 0.6955 -2.3680 -0.107 -0.003 -0.062
H -6.1344 2.6326 -0.9370 -0.063 0.099 0.013
H -4.1503 2.8549 1.6086 0.004 0.074 0.097
H -4.5620 3.9488 0.2887 -0.017 0.112 0.013
H -2.8950 3.3896 0.4928 0.056 0.083 0.026
H -2.3582 0.9367 0.1353 0.176 0.039 0.067
H 3.4250 -3.3271 2.1167 -0.087 -0.107 -0.077
H 5.7539 -3.4590 2.9248 0.003 -0.099 -0.042
H 7.3651 -2.7012 4.6190 0.063 -0.045 0.009
H 6.9992 -0.5683 5.8083 0.051 0.023 0.060
H 4.9933 0.7795 5.3120 -0.018 0.058 0.040
H 3.3773 0.0197 3.6368 -0.075 0.058 -0.049
```
Forces are in eV/Å.

multiplicity: 1
SMILES: CC(/C=C(\NC(=O)c1ccccc1)C(=O)N/N=C1\C(=O)Nc2ccc(C)cc21)=C\c1ccccc1
maximum force: 0.0227 hartree/bohr
net charge: 0
E_HOMO: -0.2954 Ha
gap between HOMO and LUMO: 7.571 eV

# 2
Formula: C28H24N4O4
Source: the OMol25 dataset
Level of theory: wB97M-V/def2-TZVPD

Structure (XYZ):
```
60
Properties=species:S:1:pos:R:3:forces:R:3
C -1.7092 0.1139 -2.4068 0.055 -0.981 -0.271
C -2.6217 1.1301 -2.7100 -2.284 1.630 -0.940
N -3.4404 1.9474 -2.9451 1.809 -1.587 0.635
C -0.3131 0.3316 -2.5679 0.423 0.417 0.657
C 0.6434 -0.7409 -2.5414 -0.250 0.307 0.056
C 2.0017 -0.4789 -2.4919 0.111 0.740 0.420
C 2.4425 0.8620 -2.4146 -0.656 -0.550 -0.109
N 3.7869 1.1724 -2.0647 1.786 0.701 -0.028
O 4.0741 2.3908 -1.8980 -0.198 -2.251 -0.213
O 4.6256 0.2502 -1.9288 -1.365 1.492 -0.316
C 1.5429 1.9274 -2.5715 -0.580 -0.277 0.225
C 0.1847 1.6732 -2.6383 0.683 -0.133 -0.079
H -2.0562 -0.9276 -2.3766 -0.041 0.643 -0.461
H 0.2907 -1.7773 -2.5247 0.085 0.392 -0.133
H 2.7562 -1.2575 -2.4506 -0.215 -0.013 0.065
H 1.9502 2.9319 -2.5698 -0.232 -0.101 0.031
H -0.5093 2.5167 -2.6664 0.146 -0.378 -0.101
C 4.8605 4.0632 0.7258 0.081 -0.581 0.048
O 5.2535 2.6744 0.8122 -0.401 0.231 0.047
C 4.3014 1.7561 1.0913 -0.679 -0.152 0.003
C 4.6413 0.3956 0.9047 0.090 0.499 0.550
C 3.7348 -0.6023 1.2228 -0.069 0.215 -0.355
C 2.4488 -0.2682 1.6644 1.065 0.844 -0.062
N 1.5451 -1.3172 1.9515 -0.950 -1.165 0.694
C 0.1972 -1.3577 1.7346 1.625 -0.975 0.584
C -0.5689 -0.4373 0.8979 -1.378 1.913 -2.105
C -1.7878 -0.9421 0.2843 1.627 -0.478 1.240
C -2.6818 -0.0429 -0.2189 -0.049 1.053 0.251
C -4.1143 -0.3549 -0.3286 -0.322 -0.444 -0.651
C -5.1022 0.6030 -0.0152 0.427 -0.312 -0.218
C -6.4534 0.2831 -0.1217 0.099 -0.322 -0.213
C -6.8373 -0.9864 -0.5819 0.344 0.154 0.069
C -5.8642 -1.9495 -0.8741 0.285 0.189 0.010
C -4.5059 -1.6425 -0.7286 -0.630 0.250 -0.065
O -0.1935 0.7427 0.7092 -0.287 -1.332 0.622
N -0.2525 -2.4955 2.3099 0.451 0.158 0.081
C -1.6249 -2.9419 2.4251 -0.742 -0.520 0.301
C 0.8083 -3.1918 2.8690 -0.449 -0.005 -0.266
C 1.9286 -2.4891 2.6279 -0.300 1.022 -0.284
C 2.1267 1.0662 1.9078 -0.053 -0.007 0.077
C 3.0093 2.0824 1.5706 0.854 -0.129 -0.225
H 5.7817 4.5822 0.4559 -0.244 -0.001 0.041
H 4.0983 4.2017 -0.0563 0.251 -0.103 0.231
H 4.4880 4.4300 1.6954 0.155 -0.104 -0.274
H 5.6350 0.1610 0.5318 -0.258 0.026 0.057
H 4.0224 -1.6464 1.0870 -0.130 0.283 -0.106
H -1.8921 -2.0220 0.1836 -0.405 0.400 0.197
H -2.4382 1.0287 -0.1772 0.005 -0.598 0.418
H -4.7799 1.5960 0.2972 -0.142 -0.195 -0.111
H -7.2090 1.0352 0.1096 0.217 -0.234 -0.066
H -7.8909 -1.2147 -0.7375 0.241 0.036 0.115
H -6.1500 -2.9330 -1.2516 0.003 0.292 0.162
H -3.7426 -2.3831 -0.9753 -0.271 0.170 0.023
H -1.7106 -3.5342 3.3421 0.082 0.137 -0.137
H -2.3165 -2.0956 2.4855 0.298 -0.194 -0.095
H -1.9131 -3.5870 1.5842 0.115 0.255 0.215
H 0.6560 -4.1191 3.4022 0.022 0.159 -0.142
H 2.9504 -2.6740 2.9092 -0.065 0.110 0.004
H 1.1833 1.3336 2.3688 0.135 -0.131 -0.239
H 2.7102 3.1277 1.6726 0.076 -0.465 0.131
```
Forces are in eV/Å.

multiplicity: 1
maximum force: 0.0615 hartree/bohr
net charge: 0
E_HOMO: -0.2298 Ha
gap between HOMO and LUMO: 5.033 eV

# 3
Formula: C28H24N8O2S4Se2SrTe2
Source: the OMol25 dataset
Level of theory: wB97M-V/def2-TZVPD

Structure (XYZ):
```
71
Properties=species:S:1:pos:R:3:forces:R:3
Sr -0.0471 -0.0591 -0.0628 1.779 0.213 0.301
S -7.8540 -1.8160 0.3632 0.325 0.084 -0.023
N -7.1166 -0.5110 -0.2458 -0.178 0.101 -0.083
C -5.8172 -0.6964 -0.1112 -0.167 -0.433 0.209
C -4.7826 0.2239 -0.5082 0.419 0.177 -0.089
C -5.0708 1.4729 -1.0576 -0.032 -0.083 0.046
C -4.0329 2.3145 -1.3783 0.054 -0.023 0.049
C -2.7335 1.8736 -1.1363 -0.209 0.072 -0.074
N -2.4372 0.6869 -0.6387 -0.640 -0.003 -0.090
C -3.4350 -0.1482 -0.3160 -0.630 0.529 -0.215
C -3.0990 -1.4366 0.2882 -0.283 -0.687 0.401
N -1.8045 -1.7511 0.4310 -0.914 -0.264 -0.050
C -1.4818 -2.8607 1.0649 -0.212 -0.458 -0.162
C -2.4188 -3.7429 1.6030 -0.264 0.039 -0.032
C -3.7520 -3.4621 1.4295 0.055 0.026 -0.050
C -4.1141 -2.2976 0.7457 0.433 0.020 0.017
C -5.4882 -1.9369 0.5096 -0.288 0.332 -0.125
N -6.5495 -2.6559 0.8216 -0.122 -0.158 0.087
H -6.1053 1.7532 -1.2044 -0.005 0.013 -0.026
H -4.2072 3.2940 -1.8003 0.012 0.014 0.009
H -1.8970 2.5204 -1.3620 0.006 0.044 0.020
H -0.4224 -3.0597 1.1811 -0.220 -0.213 -0.325
H -2.0960 -4.6218 2.1418 0.078 0.015 0.003
H -4.5284 -4.1100 1.8131 -0.021 -0.026 -0.014
Se 2.9938 0.5734 -0.0491 0.323 0.367 -0.113
Te 4.4353 -0.8425 1.3965 0.166 -0.036 0.134
Te 2.8103 -0.9427 3.5500 0.430 0.106 0.364
Se 0.7670 -1.9731 2.6250 0.328 0.057 0.495
S 0.2885 5.2985 -6.0385 -0.007 -0.240 0.285
N -0.2843 3.7862 -5.9708 -0.061 0.012 -0.214
C -0.0610 3.3352 -4.7517 0.211 0.463 0.040
C -0.3674 2.0141 -4.2665 -0.062 -0.391 0.331
C -0.9217 1.0199 -5.0749 0.067 0.058 0.066
C -1.1095 -0.2378 -4.5498 -0.004 0.016 -0.067
C -0.7408 -0.4671 -3.2264 -0.021 -0.111 -0.098
N -0.2456 0.4690 -2.4391 0.017 0.612 -1.181
C -0.0622 1.7045 -2.9264 -0.194 -0.204 -0.738
C 0.4926 2.7229 -2.0325 0.359 0.692 0.129
N 0.6326 2.4133 -0.7331 -0.028 0.276 -0.371
C 1.2688 3.2671 0.0521 0.114 0.145 0.011
C 1.7544 4.5016 -0.3792 -0.047 0.019 -0.067
C 1.5317 4.8750 -1.6812 -0.044 -0.039 -0.006
C 0.8840 3.9793 -2.5355 0.006 -0.328 0.382
C 0.5879 4.2885 -3.9103 -0.180 -0.115 -0.452
N 0.8367 5.4310 -4.5210 0.053 0.196 -0.052
H -1.1767 1.2595 -6.0985 0.013 -0.029 -0.026
H -1.5125 -1.0403 -5.1510 -0.029 -0.013 0.024
H -0.8383 -1.4512 -2.7797 0.006 -0.015 -0.009
H 1.4209 2.9593 1.0767 0.058 -0.055 -0.016
H 2.2883 5.1410 0.3084 -0.008 0.002 0.024
H 1.8531 5.8337 -2.0652 0.008 0.010 -0.010
C 3.1928 -2.6051 -1.7986 -0.156 0.118 0.087
S 1.9738 -2.6937 -0.4632 0.936 -0.852 -0.451
C 1.5147 -4.4202 -0.8174 0.030 0.360 0.185
O 0.7952 -1.9086 -0.9604 0.051 -1.624 -1.140
H 3.9978 -3.3025 -1.5737 -0.004 -0.038 -0.007
H 3.5756 -1.5870 -1.8193 -0.025 0.038 0.117
H 2.7052 -2.8378 -2.7447 -0.033 -0.101 0.007
H 2.3862 -5.0461 -0.6364 -0.004 -0.053 0.012
H 1.1818 -4.4912 -1.8515 0.024 0.013 -0.033
H 0.7083 -4.7022 -0.1444 0.026 0.014 0.068
C -0.4134 1.1309 4.3501 0.220 -0.098 -0.156
S -0.0674 1.5484 2.6295 -0.238 0.701 1.256
C -0.9284 3.1545 2.6448 0.211 -0.291 0.012
O -0.9610 0.6884 1.8026 -1.561 0.874 1.502
H -1.4596 1.3252 4.5793 -0.018 0.033 -0.076
H 0.2556 1.7186 4.9773 -0.021 0.032 0.026
H -0.1885 0.0687 4.4585 0.051 0.045 -0.096
H -0.3183 3.8819 3.1786 -0.025 0.048 0.028
H -1.9023 3.0321 3.1137 -0.009 -0.017 0.029
H -1.0603 3.4566 1.6075 0.095 0.013 -0.016
```
Forces are in eV/Å.

multiplicity: 1
maximum force: 0.0454 hartree/bohr
net charge: 0
E_HOMO: -0.2016 Ha
gap between HOMO and LUMO: 4.532 eV

Look up the net charge of the third one. 0